No. 1
A 2-piece molecular cluster, C2H6NO3 overall. Source: the OMol25 dataset; level of theory: wB97M-V/def2-TZVPD.

```
12
Properties=species:S:1:pos:R:3:mulliken_charge:R:1
O -0.2025 0.4194 2.5988 -0.7567
C -0.1286 0.1621 1.3843 0.4918
O -0.7653 -0.7173 0.7384 -0.6793
C 0.9173 0.9833 0.5811 -0.4102
N 0.8808 0.8387 -0.8849 -0.7544
H 0.8534 2.0234 0.8479 0.3051
H 1.8857 0.5959 0.8948 0.2200
H -0.0736 1.0597 -1.1612 0.2747
H 0.9057 -0.1675 -1.0402 0.3129
H -1.7346 -2.4128 -1.0548 0.2950
H -1.1976 -0.9750 -1.2130 0.3652
O -1.3406 -1.8101 -1.6912 -0.6642
```

E_HOMO (eV): -4.172
Lowest unoccupied orbital energy (eV): 4.244
Frontier orbital gap (Ha): 0.3093
Charge: -1

---

No. 2
A 2-piece molecular cluster, C2H6NO3 overall in a non-equilibrium geometry. Source: the OMol25 dataset; level of theory: wB97M-V/def2-TZVPD.

```
12
Properties=species:S:1:pos:R:3:mulliken_charge:R:1
O -1.1492 -0.3920 1.3215 -0.6457
C -0.0228 -0.3918 0.7484 0.0418
N 0.2863 -0.5443 -0.5213 -0.2429
C 1.9539 -0.3267 -0.8151 -0.0495
O 2.6232 -0.7083 0.1873 -0.2657
H 0.8421 -0.3325 1.4759 0.3183
H -0.1231 -1.1784 -1.2478 0.2822
H 1.9677 0.7694 -1.0619 0.3025
H 1.9101 -0.9363 -1.8103 0.2618
H -2.3521 0.7143 0.6329 0.3550
H -2.7582 2.1009 0.4973 0.2945
O -3.1779 1.2256 0.5932 -0.6523
```

E_HOMO (spin up / spin down) (eV): -10.043 / -9.978
Lowest unoccupied orbital energy (spin up / spin down) (eV): 0.306 / -3.578
Frontier orbital gap (spin up / spin down) (Ha): 0.3803 / 0.2352
2S+1: 2
<S²>: 0.76

---

No. 3
The molecule C2H6NO4PS in a non-equilibrium geometry. Source: the OMol25 dataset; level of theory: wB97M-V/def2-TZVPD.

```
15
Properties=species:S:1:pos:R:3:mulliken_charge:R:1
C -0.7960 0.5425 0.4696 -1.1853
C -0.2211 -0.0495 -0.7869 -0.0164
N -0.0930 1.8428 0.7232 -0.6055
O -0.3788 -2.2907 0.6486 -0.5591
O 2.1226 0.1512 0.5420 -0.4927
O 1.4060 -1.7525 -1.0041 -0.2379
O -0.9066 -2.5641 -1.7237 -0.5703
P 1.6779 -0.1426 -1.0316 0.1603
S -0.1847 -1.8798 -0.6811 1.0704
H -0.5651 -0.1889 1.3020 0.5424
H -1.8233 0.7344 0.3258 0.4427
H -0.6813 0.3487 -1.6992 0.4692
H -0.5781 2.5782 0.3089 0.2460
H 1.3075 0.5297 0.9201 0.5349
H -0.2860 2.1409 1.6865 0.2013
```

E_HOMO (eV): -10.142
Lowest unoccupied orbital energy (eV): 0.319
Frontier orbital gap (Ha): 0.3844

---

No. 4
A 2-piece molecular cluster, C2H6NOS overall in a non-equilibrium geometry. Source: the OMol25 dataset; level of theory: wB97M-V/def2-TZVPD.

```
11
Properties=species:S:1:pos:R:3:mulliken_charge:R:1
C 2.2157 1.6733 0.7498 -0.6983
S 1.6214 0.0142 0.3600 -0.1027
H 3.2249 1.7974 1.1490 0.3024
H 1.6120 2.2495 1.5228 0.2740
H 2.2303 2.2608 -0.1543 0.2653
C -2.1800 -1.8168 -0.2363 0.1609
N -1.4016 -0.9152 -1.1284 -0.3267
O -3.4259 -2.0796 -0.3034 -0.5390
H -1.6473 -2.3206 0.6021 0.2802
H -1.8334 -0.3182 -1.8921 0.2409
H -0.4162 -0.5448 -0.6692 0.1428
```

E_HOMO (spin up / spin down) (eV): -9.774 / -9.610
Lowest unoccupied orbital energy (spin up / spin down) (eV): 0.682 / -2.673
Frontier orbital gap (spin up / spin down) (Ha): 0.3842 / 0.2549
2S+1: 2
<S²>: 0.75

---

No. 5
A 2-piece molecular cluster, C2H6NOS overall in a non-equilibrium geometry. Source: the OMol25 dataset; level of theory: wB97M-V/def2-TZVPD.

```
11
Properties=species:S:1:pos:R:3:mulliken_charge:R:1
C 1.8422 -0.7112 -0.6383 -0.0572
C -2.3010 0.9228 -0.0867 -0.2218
N -1.0967 0.6528 0.1263 -0.2261
O -0.7365 -0.4206 0.8835 -0.3337
S 2.4159 0.2918 0.5706 0.1846
H 2.4147 -1.2836 -1.4287 0.3293
H 0.7134 -0.6247 -0.6622 0.3069
H -2.3823 1.9270 -0.5992 0.2683
H -3.0917 0.1638 0.3508 0.1839
H -1.5167 -1.0667 1.1130 0.2979
H 3.7387 0.1485 0.3709 0.2679
```

E_HOMO (eV): -14.243
Lowest unoccupied orbital energy (eV): -6.837
Frontier orbital gap (Ha): 0.2722
Charge: +1

---

No. 6
An isolated ion of composition C2H6NOS2 and charge +1 in a non-equilibrium geometry. Source: the OMol25 dataset; level of theory: wB97M-V/def2-TZVPD.

```
12
Properties=species:S:1:pos:R:3:mulliken_charge:R:1
C -0.3543 -1.6185 0.1053 -0.2381
C -0.2397 0.6906 0.1548 -0.4288
N -0.2228 1.7349 -0.8906 -0.2426
O -0.3696 -0.5233 -0.6724 -0.2436
S 1.0936 -1.3933 1.3530 0.0304
S 1.5843 0.5747 0.8309 -0.0108
H -1.2560 -1.9178 0.5708 0.3593
H -0.0812 -2.3528 -0.6362 0.3110
H 0.2433 -1.2916 2.5088 0.3028
H 0.3126 1.2619 -1.6672 0.3904
H 0.4021 2.6355 -0.6454 0.4021
H -1.1123 2.1997 -1.0120 0.3678
```

E_HOMO (eV): -12.113
Lowest unoccupied orbital energy (eV): -4.718
Frontier orbital gap (Ha): 0.2717
Charge: +1

---

No. 7
The molecule C2H6NP in a non-equilibrium geometry. Source: the OMol25 dataset; level of theory: wB97M-V/def2-TZVPD.

```
10
Properties=species:S:1:pos:R:3:mulliken_charge:R:1
C 1.5086 -0.0890 -0.0596 -0.9031
C -1.5833 1.1909 -0.1935 -0.7848
N -0.9522 -1.5124 0.1090 -0.6333
P -0.4203 -0.0498 0.1050 0.6187
H 1.9165 -0.6391 0.7738 0.3075
H 1.6840 -0.5981 -1.0107 0.3123
H 1.9040 0.9202 -0.1163 0.3111
H -1.3225 2.1836 0.1237 0.2829
H -2.5272 0.7885 0.1540 0.2621
H -0.2076 -2.1948 0.1144 0.2266
```

E_HOMO (eV): -8.278
Lowest unoccupied orbital energy (eV): 0.288
Frontier orbital gap (Ha): 0.3148

---

No. 8
A 2-piece molecular cluster, C2H6NP overall in a non-equilibrium geometry. Source: the OMol25 dataset; level of theory: wB97M-V/def2-TZVPD.

```
10
Properties=species:S:1:pos:R:3:mulliken_charge:R:1
C 1.6146 -0.3049 0.4984 -0.9719
C -0.7055 1.2147 -0.6821 -0.1138
N -1.5489 0.3764 -0.5282 -0.0171
P -2.6825 -0.3149 0.3810 -0.1472
H 2.0876 -0.8390 -0.2935 0.2559
H 1.6067 0.7110 0.3426 0.2789
H 2.1527 -0.4078 1.3979 0.3090
H -0.6301 1.9083 -1.5111 0.2616
H 0.5694 -0.6680 0.5076 0.1146
H -2.4642 -1.6758 -0.1125 0.0301
```

E_HOMO (spin up / spin down) (eV): -7.891 / -7.890
Lowest unoccupied orbital energy (spin up / spin down) (eV): -0.126 / -0.124
Frontier orbital gap (spin up / spin down) (Ha): 0.2854 / 0.2854